The following is a DFT calculation (ωB97M-V/def2-TZVPD) of a molecular structure, C46H37N4O3P2PtS2 at a distorted geometry.

Values from the calculation:
Energy above the lowest of the compared OMol25 structures with the same formula, charge and spin ... 1.184 eV

Structure (ORCA input):
```
! RIJCOSX wB97M-V def2-TZVPD def2/J DEFGRID3
* xyz -1 1
Pt -0.29 -0.51 -0.18
N 4.10 3.84 -5.66
C 3.77 3.76 -4.30
C 2.90 4.69 -3.73
C 2.59 4.63 -2.38
C 3.17 3.64 -1.59
C 4.04 2.71 -2.14
C 4.35 2.78 -3.49
S 2.64 3.43 0.07
O 2.22 4.69 0.62
O 3.66 2.70 0.76
N 1.33 2.40 -0.02
C 0.05 2.84 -0.37
N -0.94 1.97 -0.13
C -2.16 2.43 -0.37
C -2.41 3.67 -0.94
C -1.31 4.45 -1.20
N -0.08 4.05 -0.91
H 3.42 4.31 -6.22
H 4.41 2.97 -6.07
H 2.45 5.45 -4.36
H 1.90 5.32 -1.92
H 4.47 1.94 -1.51
H 5.03 2.06 -3.93
H -2.97 1.76 -0.10
H -3.42 4.00 -1.13
H -1.40 5.43 -1.66
O -1.20 -3.82 0.78
C -2.54 -3.98 0.54
C -3.23 -5.06 1.06
C -4.58 -5.21 0.78
C -5.21 -4.29 -0.04
C -4.51 -3.19 -0.51
C -3.17 -2.98 -0.20
P -2.45 -1.28 -0.38
C -3.48 -0.48 0.91
C -4.86 -0.30 0.86
C -5.55 0.24 1.94
C -4.86 0.61 3.09
C -3.49 0.43 3.16
C -2.80 -0.12 2.08
C -3.18 -0.85 -2.01
C -4.06 0.19 -2.29
C -4.37 0.53 -3.60
C -3.80 -0.16 -4.66
C -2.93 -1.22 -4.39
C -2.62 -1.55 -3.09
C -0.28 -4.71 0.27
C -0.57 -5.99 -0.17
C 0.47 -6.81 -0.58
C 1.78 -6.35 -0.58
C 2.04 -5.04 -0.22
C 1.03 -4.19 0.20
P 1.19 -2.36 0.40
C 1.89 -2.22 2.08
C 1.41 -3.04 3.10
C 1.78 -2.84 4.42
C 2.66 -1.81 4.75
C 3.14 -0.98 3.74
C 2.76 -1.17 2.42
C 2.63 -2.14 -0.73
C 2.33 -1.88 -2.07
C 3.34 -1.73 -3.01
C 4.67 -1.83 -2.62
C 4.98 -2.09 -1.29
C 3.97 -2.26 -0.36
H -2.71 -5.78 1.68
H -5.13 -6.04 1.21
H -6.25 -4.43 -0.31
H -5.01 -2.48 -1.15
H -5.41 -0.58 -0.03
H -6.62 0.39 1.88
H -5.40 1.03 3.93
H -2.95 0.72 4.05
H -1.73 -0.26 2.11
H -4.51 0.76 -1.48
H -5.05 1.35 -3.80
H -4.03 0.12 -5.68
H -2.48 -1.76 -5.21
H -1.92 -2.36 -2.88
H -1.58 -6.36 -0.20
H 0.25 -7.82 -0.91
H 2.59 -7.01 -0.88
H 3.06 -4.66 -0.28
H 0.73 -3.85 2.85
H 1.39 -3.48 5.20
H 2.95 -1.65 5.78
H 3.81 -0.16 3.99
H 3.10 -0.48 1.65
H 1.29 -1.77 -2.35
H 3.09 -1.51 -4.04
H 5.46 -1.70 -3.35
H 6.02 -2.16 -0.98
H 4.22 -2.46 0.68
S 1.77 0.75 -0.54
*
```